# 1
{"formula": "C5H10O", "method": "wB97M-V/def2-TZVPD", "gap_ev": 9.09, "de_lowest_kj_mol": 493.2, "energy_ev": -7389.6541, "homo_ev": -8.420, "symbols": ["C", "C", "C", "O", "C", "C", "H", "H", "H", "H", "H", "H", "H", "H", "H", "H"], "xyz": [[-0.327, 0.788, -1.723], [-0.915, -0.260, -0.781], [-1.274, 0.351, 0.535], [-1.431, -0.568, 1.665], [-0.470, 0.338, 1.759], [1.830, -0.687, 1.069], [-1.019, 1.615, -1.895], [-0.097, 0.344, -2.689], [0.592, 1.216, -1.319], [-1.817, -0.699, -1.217], [-0.213, -1.077, -0.620], [-2.053, 1.111, 0.502], [0.979, 0.100, 1.936], [2.020, -0.238, 0.082], [1.487, -1.727, 0.981], [2.706, -0.607, 1.714]], "nbo_charge": [-0.60, -0.43, -0.05, -0.44, 0.24, -0.86, 0.21, 0.22, 0.21, 0.21, 0.22, 0.19, 0.25, 0.20, 0.21, 0.22]}

# 2
{"formula": "H14O7", "method": "wB97M-V/def2-TZVPD", "gap_ev": 10.48, "de_lowest_kj_mol": 283.3, "energy_ev": -14558.5247, "homo_ev": -10.130, "smiles": "O.O.O.O.O.O.O", "symbols": ["O", "H", "H", "O", "H", "H", "O", "H", "H", "O", "H", "H", "O", "H", "H", "O", "H", "H", "O", "H", "H"], "xyz": [[0.588, -1.024, -0.438], [-0.408, -1.169, -0.638], [0.977, -1.776, 0.037], [3.934, 1.822, 0.700], [3.985, 0.961, 0.290], [3.179, 2.277, 0.251], [-1.125, -0.484, -2.449], [-0.289, -0.282, -2.861], [-1.539, 0.276, -2.250], [1.168, -3.537, -0.569], [2.153, -3.636, -0.708], [1.157, -4.126, 0.263], [-1.079, 2.320, 0.276], [-1.666, 3.071, 0.338], [-1.551, 1.676, -0.261], [-3.774, 0.188, -0.768], [-3.259, -0.223, -0.143], [-4.603, -0.193, -0.431], [0.467, 0.787, 3.223], [0.838, 1.601, 2.768], [-0.409, 0.972, 3.536]], "nbo_charge": [-1.00, 0.49, 0.49, -0.94, 0.47, 0.47, -0.93, 0.48, 0.46, -0.93, 0.47, 0.47, -0.94, 0.47, 0.47, -0.93, 0.46, 0.47, -0.95, 0.48, 0.47]}

# 3
{"formula": "C4H7NO2", "method": "wB97M-V/def2-TZVPD", "gap_ev": 9.74, "de_lowest_kj_mol": 389.5, "energy_ev": -9843.2424, "homo_ev": -9.061, "symbols": ["C", "C", "C", "N", "C", "O", "O", "H", "H", "H", "H", "H", "H", "H"], "xyz": [[-1.492, -0.983, 0.194], [-0.541, -0.174, -0.662], [0.340, 1.712, -0.058], [1.342, 1.019, 0.598], [1.693, -0.269, 0.167], [2.648, -0.908, 0.498], [0.737, -0.762, -0.677], [-1.169, -0.965, 1.241], [-1.504, -2.025, -0.143], [-2.506, -0.576, 0.135], [-0.869, -0.020, -1.691], [-0.700, 0.962, -0.100], [0.587, 1.768, -1.127], [1.440, 1.148, 1.598]], "nbo_charge": [-0.65, 0.05, -0.21, -0.68, 0.88, -0.55, -0.50, 0.22, 0.24, 0.23, 0.20, 0.21, 0.15, 0.41]}

# 4
{"formula": "CHBrN2", "method": "wB97M-V/def2-TZVPD", "gap_ev": [8.37, 8.39], "de_lowest_kj_mol": 309.2, "energy_ev": -74070.7114, "homo_ev": [-9.527, -9.544], "symbols": ["C", "N", "N", "Br", "H"], "xyz": [[0.715, -0.756, -0.906], [0.387, 0.011, -1.618], [-1.083, 0.308, 0.993], [-1.051, 1.868, 1.627], [1.033, -1.431, -0.096]], "nbo_charge": [0.08, -0.32, -0.42, 0.41, 0.24]}

- What is the formula in the second record?
  H14O7